27
Properties=species:S:1:pos:R:3 method="wB97M-V/def2-TZVPD" homo_ev="-6.853 / -6.734" relative_energy_ev=3.488 gap_ev="6.633 / 7.463" e_tot_ev=-19548.6908
C 0.055 3.322 0.419
C 0.778 2.538 -0.500
C -1.085 2.779 1.031
C 0.467 1.265 -0.751
C -1.562 1.528 0.560
C -0.751 0.750 -0.318
C 2.786 -1.674 0.055
C 0.781 -1.902 1.217
C -2.337 -1.172 -0.151
C -1.112 -0.530 -0.650
N -0.490 -1.366 -1.582
O 2.024 -1.391 1.275
F -2.299 -1.244 1.196
F -3.528 -0.592 -0.358
H 0.643 4.163 0.589
H 1.596 3.047 -0.920
H -1.579 3.374 1.743
H 1.044 0.707 -1.460
H -2.483 1.202 0.994
H 3.502 -2.509 0.313
H 3.330 -0.743 -0.026
H 2.122 -1.829 -0.703
H 0.437 -1.853 2.227
H 0.536 -2.652 0.409
H -2.275 -2.181 -0.463
H -1.021 -1.867 -2.245
H 0.420 -1.169 -1.903

14
Properties=species:S:1:pos:R:3 method="wB97M-V/def2-TZVPD" homo_ev=-8.299 relative_energy_ev=4.167 gap_ev=9.110 e_tot_ev=-7253.7085 smiles="C=C1[C@H](N)N1C"
C 2.039 -0.262 0.801
C 0.847 -0.251 0.252
C -0.155 -0.717 -1.016
N -0.259 0.298 -1.986
N -0.442 -0.694 0.362
C -1.263 0.386 1.156
H 2.253 0.274 1.713
H 2.889 -0.679 0.279
H -0.404 -1.687 -1.439
H 0.086 1.197 -1.673
H -1.165 0.355 -2.433
H -1.253 1.362 0.665
H -2.271 -0.026 1.141
H -0.901 0.443 2.179

101
Properties=species:S:1:pos:R:3 method="wB97M-V/def2-TZVPD" homo_ev="-1.074 / -1.072" total_charge=-2 s2=0.797 relative_energy_ev=2.344 gap_ev="4.331 / 4.265" spin_multiplicity=2 e_tot_ev=-110038.0648
Ru -0.563 0.216 -0.694
C 2.189 -2.077 -1.821
C 2.178 -2.928 -0.552
C 0.884 -2.735 0.216
Sb 0.266 -0.955 1.448
C 0.849 -1.858 3.324
C 1.691 -2.955 3.427
C 1.990 -3.503 4.669
C 1.454 -2.952 5.823
C 0.619 -1.846 5.734
C 0.314 -1.314 4.490
C 1.267 0.904 2.046
C 0.423 2.077 1.598
C 1.061 3.394 1.949
C 2.028 3.484 2.896
C 2.592 2.336 3.485
C 2.226 1.066 3.000
Sb 1.794 0.208 -1.478
C 2.269 2.622 -1.364
C 3.029 3.155 -0.325
C 3.328 4.516 -0.264
C 2.814 5.383 -1.213
C 2.040 4.876 -2.248
C 1.801 3.511 -2.335
C 3.725 0.083 -0.404
C 4.882 0.647 -0.938
C 6.127 0.449 -0.358
C 6.254 -0.321 0.791
C 5.114 -0.859 1.364
C 3.874 -0.643 0.773
H 1.410 -2.413 -2.503
H 3.158 -2.162 -2.319
H 3.063 -2.735 0.058
H 2.232 -3.996 -0.837
H 0.678 -3.558 0.910
H 0.089 -2.736 -0.523
H 2.136 -3.384 2.536
H 2.649 -4.361 4.729
H 1.690 -3.381 6.791
H 0.208 -1.397 6.630
H -0.340 -0.452 4.425
H -0.502 2.018 2.211
H 0.690 4.283 1.456
H 2.414 4.461 3.164
H 3.344 2.428 4.259
H 2.758 0.201 3.383
H 3.422 2.499 0.444
H 3.945 4.894 0.547
H 3.014 6.448 -1.149
H 1.626 5.545 -2.996
H 1.251 3.134 -3.193
H 4.821 1.281 -1.813
H 6.998 0.907 -0.812
H 7.229 -0.494 1.233
H 5.175 -1.451 2.272
H 3.010 -1.052 1.277
O -4.430 0.310 -1.857
C -3.838 0.208 -0.754
O -2.739 0.727 -0.439
C -4.488 -0.675 0.290
C -5.729 -0.370 0.830
C -6.348 -1.240 1.718
C -5.727 -2.440 2.040
C -4.484 -2.752 1.514
C -3.829 -1.864 0.649
S -2.259 -2.272 0.025
H -6.207 0.563 0.550
H -7.311 -0.990 2.147
H -6.223 -3.144 2.701
H -3.993 -3.684 1.767
I 2.902 0.444 -3.817
I 4.231 0.613 -6.469
C -5.424 -2.150 -3.360
C -3.955 -2.406 -3.323
C -3.379 -3.640 -3.369
C -1.980 -3.724 -3.242
N -1.226 -2.642 -3.171
C -1.801 -1.446 -3.132
S -0.896 0.001 -3.147
N -3.157 -1.320 -3.234
C -1.288 -5.041 -3.135
H -5.977 -3.086 -3.340
H -5.683 -1.593 -4.262
H -5.701 -1.533 -2.501
H -3.982 -4.535 -3.423
H -3.576 -0.427 -2.897
H -1.897 -5.836 -3.565
H -1.115 -5.263 -2.079
H -0.320 -4.996 -3.631
C -0.130 1.978 0.186
C -0.995 3.022 -0.297
C -1.652 3.924 0.567
C -2.545 4.862 0.092
C -2.825 4.952 -1.265
C -2.185 4.086 -2.140
C -1.276 3.163 -1.669
H -1.511 3.835 1.638
H -3.047 5.523 0.790
H -3.539 5.680 -1.632
H -2.401 4.126 -3.200
H -0.752 2.544 -2.375

8
Properties=species:S:1:pos:R:3 method="wB97M-V/def2-TZVPD" homo_ev=-9.055 relative_energy_ev=3.870 gap_ev=9.952 e_tot_ev=-14913.7346 smiles=SN1CN1
S -2.165 -0.124 0.152
N -0.584 0.123 -0.373
C 0.530 0.507 0.435
N 0.629 -0.947 0.204
H -2.624 -0.219 -1.046
H 0.278 0.541 1.562
H 1.365 1.077 0.029
H 0.910 -0.970 -0.796

105
Properties=species:S:1:pos:R:3 method="wB97M-V/def2-TZVPD" homo_ev=-5.298 total_charge=-1 gap_ev=7.131 e_tot_ev=-116141.1682
C -4.252 1.704 3.829
C -3.936 2.218 2.269
C -3.730 0.857 1.379
C -5.171 0.063 1.218
C -3.016 1.079 -0.080
S -3.111 -0.678 -0.826
O -3.744 1.843 -1.136
B -2.741 1.777 -2.257
Cl -3.036 3.452 -3.083
O -1.373 1.758 -1.628
C -1.532 1.840 -0.138
C -0.445 0.924 0.686
C -0.133 1.465 2.221
C 0.197 0.180 3.226
O 1.480 0.334 3.927
C -1.509 3.489 0.066
O -0.691 4.200 -0.930
C 0.722 4.293 -0.531
O 1.489 3.086 -0.883
C 2.331 3.288 -2.073
C 3.407 2.012 -2.174
O 2.699 0.700 -2.337
H -5.378 1.864 4.106
H -4.019 0.537 3.915
H -3.578 2.334 4.571
H -2.993 2.906 2.355
H -4.830 2.895 1.886
H -3.034 0.140 2.012
H -5.681 0.251 0.180
H -5.957 0.382 2.052
H -4.997 -1.107 1.373
H -1.784 -0.911 -1.298
H -2.951 1.038 -3.146
H 0.622 0.853 0.154
H -0.782 -0.213 0.821
H -1.026 2.037 2.715
H 0.802 2.174 2.279
H -0.652 0.056 4.052
H 0.238 -0.847 2.654
H 2.149 0.857 3.395
H -2.616 3.925 -0.037
H -1.135 3.826 1.125
H 0.881 4.630 0.598
H 1.190 5.179 -1.179
H 1.735 3.275 -3.096
H 3.010 4.249 -1.976
H 4.053 2.190 -3.152
H 4.123 1.969 -1.225
H 3.109 0.263 -3.159
C -0.774 -5.488 5.729
C -1.156 -5.689 4.275
O -2.259 -4.839 3.924
C -1.943 -3.550 3.579
O -0.798 -3.108 3.563
C -3.200 -2.776 3.183
F -4.248 -3.000 4.028
F -3.639 -3.116 1.936
F -3.012 -1.427 3.165
H -1.643 -5.635 6.379
H 0.012 -6.189 6.023
H -0.415 -4.469 5.905
H -1.488 -6.721 4.122
H -0.303 -5.523 3.606
C 3.653 -0.245 5.897
C 3.712 -0.760 7.324
O 4.583 -1.898 7.410
C 5.921 -1.627 7.539
O 6.388 -0.491 7.576
C 6.722 -2.921 7.671
F 6.321 -3.883 6.790
F 6.605 -3.472 8.913
F 8.057 -2.747 7.456
H 3.367 -1.048 5.210
H 2.930 0.570 5.810
H 4.632 0.120 5.570
H 2.717 -1.096 7.634
H 4.019 0.025 8.024
C 1.939 -3.446 -4.844
C 2.923 -4.074 -3.875
O 4.135 -4.435 -4.555
C 5.058 -3.434 -4.717
O 4.894 -2.283 -4.323
C 6.313 -3.966 -5.407
F 6.031 -4.787 -6.460
F 7.094 -4.695 -4.558
F 7.110 -2.978 -5.902
H 1.762 -4.109 -5.697
H 0.985 -3.242 -4.350
H 2.329 -2.506 -5.248
H 2.498 -4.998 -3.468
H 3.130 -3.414 -3.025
C -2.678 3.713 -6.173
C -3.896 4.019 -7.023
O -3.530 4.112 -8.409
C -3.450 2.926 -9.093
O -3.667 1.829 -8.587
C -3.103 3.174 -10.560
F -2.115 4.102 -10.720
F -4.173 3.635 -11.269
F -2.675 2.053 -11.205
H -1.889 4.451 -6.351
H -2.937 3.721 -5.110
H -2.260 2.733 -6.422
H -4.309 4.993 -6.738
H -4.690 3.278 -6.875

14
Properties=species:S:1:pos:R:3 method="wB97M-V/def2-TZVPD" homo_ev=-9.278 relative_energy_ev=1.840 gap_ev=10.303 e_tot_ev=-16632.1127 smiles=C#CCP1O[C@@H]1C
C -0.500 1.672 2.680
C -1.188 1.183 1.832
C -1.956 0.568 0.777
P -1.130 -1.064 0.300
O -1.102 -0.937 -1.347
C 0.123 -0.439 -0.828
C 1.351 -1.246 -1.159
H 0.069 2.075 3.462
H -2.970 0.357 1.132
H -2.015 1.217 -0.104
H 0.236 0.638 -0.946
H 2.237 -0.774 -0.740
H 1.472 -1.308 -2.240
H 1.260 -2.256 -0.766